ORCA calculation (ωB97M-V/def2-TZVPD) on 3 unconnected molecules or ions with the total composition C15H30FNO12S2.

Geometry as ORCA input:
```
! wB97M-V def2-TZVPD RIJCOSX def2/J DEFGRID3
* xyz 0 1
C 3.488 -0.408 0.297
C 3.984 -0.696 -1.205
O 3.250 0.004 -2.239
O 3.186 1.340 -1.997
C 1.808 1.797 -2.074
O 1.260 1.906 -3.199
N 1.186 2.149 -0.794
C 1.685 3.510 -0.329
C 2.632 3.383 0.986
F 3.956 2.936 0.642
C -0.294 2.288 -0.897
C -1.056 0.968 -1.358
O -0.588 -0.184 -1.400
O -2.422 1.152 -1.823
C -3.293 0.512 -0.878
C -3.683 1.122 0.545
O -3.767 -0.603 -1.220
H 4.381 -0.003 0.907
H 3.065 -1.376 0.756
H 2.663 0.375 0.386
H 5.116 -0.529 -1.227
H 3.801 -1.821 -1.396
H 0.815 4.197 -0.013
H 2.260 4.028 -1.190
H 2.108 2.629 1.664
H 2.733 4.425 1.449
H -0.558 3.152 -1.595
H -0.680 2.571 0.155
H -4.737 1.593 0.473
H -3.769 0.281 1.308
H -2.980 1.952 0.900
O 1.080 2.026 3.353
S -0.037 1.527 4.117
O -1.155 2.364 4.461
O 0.520 0.822 5.460
C 1.395 1.564 6.308
C 0.630 2.547 7.175
C -0.649 0.061 3.335
H 2.167 2.072 5.722
H 1.902 0.840 6.950
H 0.193 3.345 6.570
H 1.291 3.004 7.914
H -0.192 2.047 7.693
H 0.188 -0.606 3.133
H -1.130 0.354 2.401
H -1.374 -0.413 3.995
O -3.816 -4.535 -5.381
S -2.792 -5.136 -4.566
O -3.025 -5.490 -3.191
O -1.454 -4.233 -4.652
C -1.552 -2.837 -4.357
C -1.592 -2.583 -2.863
C -2.152 -6.554 -5.412
H -2.418 -2.395 -4.857
H -0.661 -2.364 -4.777
H -2.521 -2.956 -2.427
H -1.525 -1.515 -2.652
H -0.769 -3.098 -2.360
H -1.911 -6.274 -6.436
H -2.924 -7.324 -5.406
H -1.267 -6.909 -4.886
*
```

Values from the calculation:
- Gap between HOMO and LUMO: 0.365 Ha
- HOMO energy: -9.9 eV
- SMILES: CCOOC(=O)N(CCF)CC(=O)OC(C)=O.CCOS(C)(=O)=O.CCOS(C)(=O)=O
- Energy above the lowest of the compared OMol25 structures with the same formula, charge and spin: 68.7 kcal/mol